{"formula": "C6H12AsCl12F6NiO8P2Y", "method": "the ωB97M-V functional and the def2-TZVPD basis", "relative_energy_ev": 2.6354, "orbital_gap_ha": [0.1139, 0.1152], "multiplicity": 3, "energy_ev": -310877.8475, "s2": 2.012, "charge": -2, "species": ["H", "Cl", "F", "H", "Cl", "H", "Cl", "C", "Cl", "Cl", "O", "F", "Cl", "O", "F", "H", "C", "H", "Cl", "F", "C", "Cl", "H", "Cl", "C", "O", "Cl", "O", "O", "As", "O", "Y", "C", "H", "Ni", "P", "H", "H", "F", "F", "Cl", "O", "P", "H", "H", "O", "C", "Cl", "H"], "positions_angstrom": [[-0.808, -1.129, 2.902], [1.481, 4.047, 4.192], [-0.969, -0.924, -0.291], [0.121, -3.824, -0.769], [-1.275, -5.406, -1.918], [-3.510, -2.380, -0.492], [-5.165, -2.591, 1.166], [4.597, -0.323, 2.415], [4.471, 0.143, 0.690], [4.142, 0.991, 3.535], [-0.347, 3.466, -5.098], [1.476, -1.609, -0.152], [-4.949, 0.730, 2.828], [2.591, 2.925, -2.272], [2.158, 0.855, -0.420], [-4.501, 0.355, 0.556], [0.881, 2.993, 2.919], [-0.084, 3.326, 2.537], [-5.477, -2.001, -1.620], [0.485, 0.239, 1.398], [-1.236, -1.401, 3.867], [-2.203, -0.049, 4.445], [5.636, -0.560, 2.648], [2.027, 2.994, 1.502], [-0.941, -4.069, -0.803], [2.817, 0.843, -3.245], [-2.264, -2.846, 3.738], [3.709, 3.073, -4.213], [4.660, 2.141, -1.792], [0.606, -0.060, -0.368], [0.371, 1.947, -3.938], [1.210, -0.067, -4.252], [-3.901, 0.729, 1.386], [0.805, 1.961, 3.262], [3.292, 2.431, -0.557], [3.699, 2.114, -3.008], [-1.466, -3.224, -1.249], [-3.089, 0.012, 1.506], [0.650, -0.267, -2.123], [-0.232, 1.474, -0.719], [-3.204, 2.355, 1.112], [1.468, 1.792, -5.549], [-0.023, 2.012, -5.427], [-0.350, -1.556, 4.481], [-4.583, -3.936, -0.592], [-0.678, 0.644, -5.228], [-4.486, -2.862, -0.430], [-1.572, -4.314, 0.869], [3.962, -1.195, 2.568]], "forces_ev_per_angstrom": [[-0.55, -0.14, -0.25], [-0.13, -0.06, 0.04], [1.30, 0.36, -0.02], [-0.16, -0.37, 0.15], [0.18, -0.22, 0.28], [0.03, -0.63, 0.14], [0.03, 0.09, 0.68], [0.23, 0.00, -0.39], [0.70, -0.30, 1.00], [-0.08, -0.29, -0.16], [-2.98, 1.17, -5.28], [-0.80, 1.54, -0.08], [-0.06, -0.03, -0.23], [-1.86, 1.68, 3.93], [-1.84, -2.16, 0.21], [-0.01, 0.65, -0.06], [0.11, -0.49, -0.86], [0.26, 0.14, 0.11], [-0.12, -0.06, -0.38], [0.32, -0.58, -1.19], [0.56, 0.15, -0.51], [0.35, 0.14, 0.22], [-0.19, 0.03, -0.20], [-0.54, 0.61, 0.98], [-0.40, 0.69, -0.04], [3.00, -2.29, -0.10], [0.41, 0.14, 0.19], [3.15, -2.58, 0.64], [2.70, -1.90, -0.08], [-1.38, 2.03, -0.03], [-0.06, -2.54, 9.94], [-0.61, 4.81, -0.76], [0.22, -0.06, -0.05], [0.20, 0.25, 0.02], [-0.52, 1.06, -1.11], [-4.63, 4.26, -3.60], [0.10, -0.01, 0.41], [0.03, 0.28, 0.36], [-0.29, -1.16, 1.54], [0.88, -1.92, 0.98], [-0.33, -0.76, -0.11], [4.20, -2.50, -7.75], [1.84, 4.05, 6.59], [-0.54, -0.27, 0.50], [0.61, 0.31, -0.31], [-3.19, -3.80, -4.39], [-0.49, 0.32, -0.12], [0.40, -0.02, -0.95], [-0.04, 0.33, 0.09]], "lowdin_spin": [0.000, 0.003, 0.000, 0.000, 0.000, 0.000, 0.000, 0.000, 0.003, 0.000, -0.002, 0.003, 0.000, 0.350, 0.018, 0.000, 0.006, 0.000, 0.000, 0.002, 0.000, 0.000, 0.000, 0.009, 0.000, -0.002, 0.000, 0.071, 0.121, 0.005, -0.006, 0.011, 0.000, 0.000, 1.411, -0.006, 0.000, 0.000, 0.002, 0.001, 0.000, -0.003, 0.001, 0.000, 0.000, 0.001, 0.000, 0.000, 0.000]}